# 1
C10H20FN2P | wB97M-V/def2-TZVPD

XYZ file:
```
34
Properties=species:S:1:pos:R:3:forces:R:3
H 0.5750 0.5241 3.8880 -0.704 -1.683 -0.582
H 0.7610 1.4423 -2.9623 -0.750 0.911 -0.129
H 3.1105 0.0313 3.1573 -0.028 -0.229 -0.944
H -2.4303 3.1135 -2.5686 0.472 0.213 -0.200
H 0.7107 -2.9820 2.6169 -0.818 -0.409 -0.718
H -2.2749 0.5307 -4.1872 0.213 -0.750 0.360
C -2.5005 2.1620 -2.0537 0.585 0.610 1.663
H 2.1394 -2.8761 3.2757 2.195 -0.212 3.030
H -3.4422 1.7887 -2.3774 -0.966 -0.531 0.189
H 2.3217 0.9792 1.8686 -0.432 -0.104 0.130
C -1.3731 1.1692 -2.3560 1.905 1.141 0.149
C -0.1941 2.0283 -3.0505 -0.533 -4.461 -0.023
C 0.6369 -0.6314 3.7733 0.188 3.841 -1.669
H 3.1285 -0.4931 1.3588 0.227 0.283 0.665
H -2.8379 -0.2542 -2.6657 -0.964 -0.527 0.154
H 2.2437 -2.8824 1.5933 -1.224 0.696 0.902
H -0.4275 2.1834 -4.0782 -0.154 0.169 -0.913
F -1.9666 -1.0240 0.4854 -0.450 -0.090 0.105
H 0.5327 -0.5954 -2.2047 -0.818 0.108 2.734
H -2.4938 2.3920 -0.9521 -0.249 -0.283 -1.025
H -0.2696 -1.1187 3.9878 -1.327 -0.442 -0.127
H -0.2076 2.9182 -2.5555 0.609 2.460 1.385
C 0.0799 -0.3222 -1.0966 0.283 1.504 -4.217
C -1.9921 0.0740 -3.2179 2.672 -1.006 0.066
H -1.2427 -0.8307 -3.2403 -1.541 1.662 -0.723
N -0.7805 0.6416 -1.0608 -1.264 -0.281 -0.377
N 0.3261 -0.8132 1.3190 0.617 0.572 -1.160
C 0.7047 -0.8933 -0.0141 2.781 -2.208 1.878
C 1.6484 -2.4796 2.4872 -0.293 0.571 -3.596
C 1.3190 -0.9652 2.4288 0.689 -0.433 0.637
C 2.5613 -0.0356 2.1884 -0.410 -1.064 0.289
P -1.2201 -0.5027 1.7922 -1.148 0.158 -0.095
H 1.1885 -0.7807 4.6195 2.325 -1.187 1.845
H 1.6653 -1.4982 -0.1986 -1.691 1.002 0.317
```
Positions in Å, forces in eV/Å.

Its HOMO energy (alpha / beta) is -6.76 / -7.16 eV. The spin multiplicity is 1. The value obtained for the lowest unoccupied orbital energy (alpha / beta) is -0.0031 / 0.0045 Eh.

The computed Löwdin charges, all in e, follow: atom 1 (H): 0.124, atom 2 (H): 0.078, atom 3 (H): 0.095, atom 4 (H): 0.067, atom 5 (H): 0.078, atom 6 (H): 0.093, atom 7 (C): -0.066, atom 8 (H): 0.036, atom 9 (H): 0.052, atom 10 (H): 0.083, atom 11 (C): -0.578, atom 12 (C): -0.022, atom 13 (C): -0.145, atom 14 (H): 0.075, atom 15 (H): 0.057, atom 16 (H): 0.110, atom 17 (H): 0.060, atom 18 (F): -0.354, atom 19 (H): 0.153, atom 20 (H): 0.096, atom 21 (H): 0.018, atom 22 (H): 0.028, atom 23 (C): -0.269, atom 24 (C): -0.059, atom 25 (H): 0.100, atom 26 (N): 0.049, atom 27 (N): -0.317, atom 28 (C): -0.154, atom 29 (C): -0.036, atom 30 (C): -0.574, atom 31 (C): -0.024, atom 32 (P): 0.968, atom 33 (H): 0.049, atom 34 (H): 0.130

=====

# 2
C22H36O3P2Pd | wB97M-V/def2-TZVPD

XYZ file:
```
64
Properties=species:S:1:pos:R:3:forces:R:3
C -5.1793 -0.4003 -3.6213 -1.007 -0.097 -0.377
H -4.8540 1.7181 -0.3411 -0.012 0.462 -0.421
H -1.2720 -0.6714 2.8858 -0.247 -0.024 0.258
H 4.6611 -0.5102 3.0025 -0.278 0.072 -0.348
H -1.5848 1.6376 -2.0255 -0.007 0.237 -0.757
H -5.5825 0.4129 -4.2285 -0.001 -0.201 -0.120
H -0.1312 1.4276 1.6441 -0.395 -0.321 -0.839
H -3.9458 -1.0121 2.5220 0.189 -0.004 0.093
C -6.0958 -0.5717 0.0933 -0.642 -0.759 1.144
C -6.2919 -1.0711 -2.7841 -0.129 -0.484 -0.527
H -2.4504 -1.3335 -5.7622 -0.219 0.296 0.031
H -7.1507 -0.9118 0.1906 0.716 -0.002 0.148
H -6.1272 0.5219 0.0300 -0.006 -0.553 -0.332
C -1.4013 -3.9509 3.1011 0.107 -2.425 -0.912
H -4.6191 -3.6436 -1.9382 -0.201 0.379 0.099
C 1.6101 0.7078 2.0865 -1.243 0.960 0.159
C -1.3862 -4.5321 1.7013 -0.513 0.947 -0.113
H -2.2634 2.7234 -3.3549 0.174 -0.249 0.205
H -0.8856 -4.1132 -0.3434 0.146 -0.054 0.570
H -1.9949 -2.3059 -0.8654 0.566 0.301 0.374
P -5.2950 -1.3634 -1.3262 -1.695 0.621 0.768
H -2.3341 -5.0549 1.4921 0.116 0.073 0.203
C 0.1906 0.1708 0.0458 -1.188 -0.496 -1.888
H -2.3307 -1.0657 4.2602 0.526 -0.433 -0.144
H -1.8738 0.3255 -6.1743 -0.021 0.166 0.360
H -6.6773 -1.9975 -3.2545 0.054 0.512 0.254
H 2.4493 -1.1246 -0.6695 -0.054 0.036 0.167
O 0.6398 1.4811 2.5081 1.389 -1.050 -0.308
H -5.5141 -0.8095 1.0116 -0.572 0.007 -0.477
C 1.4846 0.0757 0.8030 0.837 -0.849 -0.404
C -1.1237 -2.6854 3.4941 0.117 2.436 1.207
C -4.6786 1.7756 -1.4234 -0.670 -0.245 0.314
H -7.1405 -0.4025 -2.5800 0.325 -0.168 0.020
C -1.9554 -1.4464 3.2865 0.017 -0.635 -0.921
H -1.5436 -4.7347 3.8698 0.668 0.385 -0.019
H -0.9102 1.5894 -3.7120 -0.163 -0.165 0.153
H -4.4228 -3.3070 -0.2084 -0.439 0.028 -0.366
H -5.6016 1.9515 -2.0003 0.274 0.276 0.468
C -1.8115 1.7497 -3.1055 0.503 0.820 0.714
C -1.0101 -3.5405 0.5931 -0.137 -0.956 -0.280
C 3.7847 -0.3276 2.3732 -0.083 0.554 0.983
C 3.6960 -0.8890 1.0882 0.066 0.033 0.026
C -2.7132 -0.2688 -5.8103 -0.534 -0.592 -1.368
Pd -3.1193 0.3851 -3.8462 2.940 0.523 -2.853
H -0.2344 -2.4662 4.1204 -0.622 -0.650 0.282
H -3.6291 -0.0548 -6.3844 0.380 -0.269 0.150
H -3.5294 -2.7095 2.3746 0.074 0.099 0.519
H -3.9272 2.5502 -1.6158 -0.231 -0.210 -0.044
C -1.9725 -2.4664 0.2216 -0.339 2.100 -1.053
C 2.7768 0.4758 2.8687 0.533 -0.166 0.427
C 2.5440 -0.6883 0.3212 -0.853 0.430 -0.129
H 4.5255 -1.4821 0.7038 -0.254 0.136 0.056
C -2.6543 -1.5180 0.8953 -0.065 -0.877 0.046
H -2.9335 -0.5611 0.4337 -0.019 -0.718 -0.370
H -0.6218 -5.3230 1.6671 -0.131 -0.007 0.565
H 2.8191 0.9490 3.8539 0.125 -0.190 -0.362
O -0.6993 0.9880 0.5409 1.045 -0.279 0.735
C -3.1201 -1.6948 2.3098 0.442 0.337 0.040
H -6.0830 -3.6093 -0.8913 0.628 0.463 -0.145
C -5.0859 -3.1441 -1.0765 0.234 -0.498 0.634
H 0.0073 -3.1439 0.8038 -0.621 0.163 -0.091
O 0.0340 -0.5334 -0.9725 0.348 1.103 1.750
H -4.7186 -1.1811 -4.2517 -0.267 0.231 -0.048
P -3.9087 0.2178 -1.9717 0.319 -0.560 2.093
```
Positions in Å, forces in eV/Å.

As for the expectation value of S²: 6.0586. Its HOMO energy (alpha / beta) is -11.45 / -13.03 eV. As for the total charge: +2. The spin multiplicity is 5. The value obtained for the lowest unoccupied orbital energy (alpha / beta) is -0.2804 / -0.3227 Eh.

The computed Löwdin charges, all in e, follow: atom 1 (C): -0.389, atom 2 (H): 0.030, atom 3 (H): 0.133, atom 4 (H): 0.130, atom 5 (H): -0.024, atom 6 (H): 0.075, atom 7 (H): 0.089, atom 8 (H): 0.108, atom 9 (C): -0.209, atom 10 (C): -0.349, atom 11 (H): 0.011, atom 12 (H): 0.082, atom 13 (H): 0.031, atom 14 (C): 0.070, atom 15 (H): 0.073, atom 16 (C): -0.236, atom 17 (C): -0.126, atom 18 (H): 0.013, atom 19 (H): 0.132, atom 20 (H): 0.105, atom 21 (P): 0.774, atom 22 (H): 0.145, atom 23 (C): -0.538, atom 24 (H): 0.162, atom 25 (H): 0.013, atom 26 (H): 0.103, atom 27 (H): 0.134, atom 28 (O): 0.126, atom 29 (H): 0.044, atom 30 (C): -0.025, atom 31 (C): 0.072, atom 32 (C): -0.284, atom 33 (H): 0.104, atom 34 (C): -0.102, atom 35 (H): 0.169, atom 36 (H): 0.017, atom 37 (H): 0.027, atom 38 (H): 0.066, atom 39 (C): -0.211, atom 40 (C): -0.169, atom 41 (C): -0.026, atom 42 (C): 0.013, atom 43 (C): -0.126, atom 44 (Pd): 0.547, atom 45 (H): 0.168, atom 46 (H): 0.014, atom 47 (H): 0.120, atom 48 (H): 0.042, atom 49 (C): -0.123, atom 50 (C): 0.049, atom 51 (C): 0.028, atom 52 (H): 0.132, atom 53 (C): -0.150, atom 54 (H): 0.065, atom 55 (H): 0.150, atom 56 (H): 0.141, atom 57 (O): -0.007, atom 58 (C): -0.175, atom 59 (H): 0.085, atom 60 (C): -0.188, atom 61 (H): 0.136, atom 62 (O): 0.033, atom 63 (H): 0.054, atom 64 (P): 0.645

=====

# 3
C33H44BrN7O2Sb2Zr | wB97M-V/def2-TZVPD

XYZ file:
```
90
Properties=species:S:1:pos:R:3:forces:R:3
H 0.8265 -2.2168 -3.1257 0.020 -0.047 -0.016
H 0.0684 2.8402 0.1747 -0.008 0.004 0.033
H 4.1546 -1.9987 1.2455 0.006 -0.009 -0.023
H -0.5245 4.5643 1.8468 0.003 0.007 0.011
C -2.2558 -0.0401 4.8932 0.031 -0.107 -0.058
H -1.2348 2.4734 -4.8530 0.005 0.016 -0.017
N -2.5890 -0.7261 -0.1192 0.064 -0.098 -0.076
H 1.3689 -2.7805 0.3824 -0.013 0.003 -0.029
H 2.3947 2.3268 0.4331 -0.047 -0.011 0.022
C 1.8037 0.2876 3.7599 0.066 0.001 -0.019
C 4.1717 0.3138 -1.1110 0.003 -0.019 -0.008
C 4.0299 -1.2123 1.9848 -0.069 -0.042 -0.020
H 8.1221 2.5970 -0.4129 0.015 -0.005 -0.003
C -2.8961 3.0449 -1.9602 0.077 -0.087 0.013
H 3.3297 3.1147 -2.1453 -0.005 0.055 -0.033
C -2.5520 3.2089 -3.3041 0.022 -0.073 0.051
H 1.1775 -4.2014 -1.6289 -0.005 0.025 -0.034
C 6.6548 3.0409 1.0879 -0.017 -0.005 -0.012
N 1.0972 -2.3687 -0.5091 -0.162 -0.051 -0.026
C -0.9138 1.5005 -2.9825 -0.052 0.001 -0.016
H -0.3594 -3.8660 -0.8438 -0.003 -0.014 -0.045
H -1.3617 -4.3457 3.3216 -0.001 0.000 0.012
H -2.3335 -2.8182 -0.0650 -0.008 0.007 -0.024
H 4.0788 -0.6137 -0.5398 0.038 -0.020 0.038
H -0.9746 -0.9510 -2.9883 0.054 -0.006 0.063
H 3.2117 0.4546 -4.2587 0.000 -0.054 -0.064
C -2.1558 1.2810 4.6677 0.091 -0.021 -0.124
H 4.8634 -0.5114 1.9270 0.072 -0.066 0.018
H -2.4993 1.9851 -0.1686 -0.009 0.008 -0.024
C -0.7221 3.5223 2.0573 0.027 -0.040 -0.079
C 3.0481 1.9229 1.2138 0.022 0.038 0.022
H 3.9722 -1.6537 2.9778 0.057 0.004 0.009
H 4.9876 3.3430 2.3931 -0.007 0.002 0.018
C -0.0143 -2.6936 -2.6191 -0.053 0.105 -0.068
H -2.9852 -0.6601 0.8173 0.028 -0.017 -0.014
C 2.4579 -0.1519 -3.7556 0.029 0.053 -0.031
H -3.6837 3.6333 -1.5107 -0.015 0.021 -0.006
Sb 2.2020 0.7531 -1.8437 0.016 -0.011 -0.034
H 2.8455 -1.1649 -3.6495 0.014 0.007 -0.009
C -2.8622 -2.0829 -0.6749 -0.058 0.025 0.117
C -2.2227 2.1105 -1.2075 -0.025 0.019 -0.079
C -1.2143 -0.5783 2.7549 -0.185 0.153 -0.108
Sb 2.2868 -0.0297 1.7179 -0.164 0.191 -0.188
H 1.1910 1.1775 3.8813 0.008 0.030 0.024
C -1.5516 1.7531 3.4564 -0.103 0.070 0.131
H -2.3093 -2.8372 5.0419 -0.022 -0.020 0.085
C 7.1105 2.4315 -0.0697 -0.047 -0.015 0.013
O -2.3236 -1.4098 6.7388 0.050 -0.011 -0.192
N -1.2255 1.3214 -1.6779 0.008 0.083 0.141
C 2.3076 2.8021 -2.3606 -0.020 0.043 0.051
N -0.5787 1.2450 1.3087 -0.120 0.067 0.207
C -1.3386 -3.2719 3.1939 0.041 -0.027 -0.095
H 2.8701 2.5356 2.0994 0.057 -0.004 0.011
H -1.6597 3.8526 3.9555 -0.008 0.006 0.003
C 5.3471 2.8351 1.5066 0.063 0.035 -0.019
H 7.3082 3.6862 1.6583 0.004 0.010 0.005
C -1.8625 -2.4358 4.1460 -0.031 0.223 0.063
Br -3.4182 4.4334 -4.3645 -0.079 0.125 -0.103
C 6.2656 1.5928 -0.7841 0.053 0.044 0.030
H -0.1260 0.8801 -3.3923 0.019 0.032 0.016
H -0.3867 -3.3962 1.2813 -0.002 -0.022 0.018
C 4.4869 2.0120 0.7890 -0.062 -0.076 -0.115
H -2.4737 -3.0955 -2.5342 -0.017 0.015 0.024
H 4.6968 0.0443 -2.0291 0.053 0.007 0.031
H 1.9886 -2.1141 -0.9365 -0.023 0.034 0.034
N -0.9628 -1.6103 -2.2148 -0.045 -0.104 -0.019
H 2.1050 2.8957 -3.4254 0.021 0.054 -0.006
O -3.6902 0.2633 6.6486 -0.070 0.098 -0.034
C -0.3735 2.5519 1.1217 0.027 0.033 0.023
H -0.4817 -3.3756 -3.3312 0.017 -0.007 0.039
C -1.3436 3.1252 3.2169 0.000 -0.025 0.036
H 1.5584 -0.1652 -4.3690 0.005 -0.002 -0.003
C 0.4687 -3.4085 -1.3885 0.085 -0.012 0.163
Zr -0.2196 -0.3659 -0.2495 0.297 -0.412 -0.126
H 2.7661 0.4500 4.2471 -0.050 0.015 0.075
C -1.5350 2.4004 -3.8169 0.018 -0.041 0.080
C -1.1247 0.8346 2.4947 0.036 -0.002 -0.073
C -0.7787 -2.7301 2.0383 -0.055 0.005 0.078
H 1.3177 -0.5723 4.2167 0.009 -0.027 -0.019
H -2.5163 1.9834 5.4095 -0.009 0.001 -0.005
H 1.6125 3.4187 -1.7957 -0.013 -0.003 -0.006
N -0.7236 -1.4238 1.7945 -0.116 0.171 0.073
H -3.0074 -1.4358 -2.7135 -0.037 -0.025 0.041
C -2.3861 -2.0968 -2.1055 0.067 0.049 -0.132
H -3.1132 -0.0600 -0.6847 0.002 -0.002 0.040
H -3.9250 -2.3248 -0.6170 0.028 -0.006 -0.042
H 6.6413 1.0944 -1.6693 -0.002 0.000 -0.017
N -2.8206 -0.4379 6.2097 0.007 -0.176 0.160
C -1.7929 -1.0342 3.9510 0.157 -0.094 0.136
C 4.9606 1.3586 -0.3607 -0.055 -0.075 0.033
```
Positions in Å, forces in eV/Å.

Its HOMO energy is -17.85 eV. As for the total charge: +4. The spin multiplicity is 1. The value obtained for the lowest unoccupied orbital energy is -0.4484 Eh.

The computed Löwdin charges, all in e, follow: atom 1 (H): 0.102, atom 2 (H): 0.108, atom 3 (H): 0.017, atom 4 (H): 0.142, atom 5 (C): -0.033, atom 6 (H): 0.133, atom 7 (N): -0.041, atom 8 (H): 0.076, atom 9 (H): 0.003, atom 10 (C): -0.247, atom 11 (C): -0.303, atom 12 (C): -0.243, atom 13 (H): 0.128, atom 14 (C): -0.046, atom 15 (H): 0.039, atom 16 (C): -0.671, atom 17 (H): 0.150, atom 18 (C): -0.025, atom 19 (N): -0.097, atom 20 (C): -0.178, atom 21 (H): 0.114, atom 22 (H): 0.144, atom 23 (H): 0.100, atom 24 (H): 0.023, atom 25 (H): 0.089, atom 26 (H): 0.042, atom 27 (C): 0.111, atom 28 (H): 0.037, atom 29 (H): 0.106, atom 30 (C): 0.029, atom 31 (C): -0.316, atom 32 (H): 0.034, atom 33 (H): 0.123, atom 34 (C): -0.162, atom 35 (H): 0.114, atom 36 (C): -0.275, atom 37 (H): 0.132, atom 38 (Sb): 1.316, atom 39 (H): 0.025, atom 40 (C): -0.178, atom 41 (C): -0.158, atom 42 (C): -0.194, atom 43 (Sb): 1.389, atom 44 (H): 0.015, atom 45 (C): -0.104, atom 46 (H): 0.138, atom 47 (C): -0.024, atom 48 (O): 0.130, atom 49 (N): -0.100, atom 50 (C): -0.238, atom 51 (N): -0.094, atom 52 (C): 0.035, atom 53 (H): 0.075, atom 54 (H): 0.155, atom 55 (C): -0.020, atom 56 (H): 0.128, atom 57 (C): 0.090, atom 58 (Br): 0.993, atom 59 (C): -0.017, atom 60 (H): 0.056, atom 61 (H): 0.100, atom 62 (C): -0.295, atom 63 (H): 0.144, atom 64 (H): 0.074, atom 65 (H): 0.069, atom 66 (N): -0.132, atom 67 (H): 0.033, atom 68 (O): 0.169, atom 69 (C): -0.132, atom 70 (H): 0.149, atom 71 (C): 0.083, atom 72 (H): 0.014, atom 73 (C): -0.171, atom 74 (Zr): 1.464, atom 75 (H): 0.044, atom 76 (C): -0.048, atom 77 (C): -0.196, atom 78 (C): -0.108, atom 79 (H): 0.028, atom 80 (H): 0.160, atom 81 (H): 0.013, atom 82 (N): -0.064, atom 83 (H): 0.143, atom 84 (C): -0.137, atom 85 (H): 0.093, atom 86 (H): 0.151, atom 87 (H): 0.126, atom 88 (N): -0.335, atom 89 (C): -0.031, atom 90 (C): -0.284

=====

The largest force on an atom results, record by record, are as follows: 4.5, 4.1, 0.5 eV Å⁻¹.
The ΔE to the lowest compared entry with this formula, charge and spin results, record by record, are as follows: 39.8, 0.0, 3.7 kcal per mole.